(1)
# C19H48F10N10O21SSi2

A structure of composition C19H48F10N10O21SSi2 in a non-equilibrium geometry (ωB97M-V/def2-TZVPD, OMol25).

CARTESIAN COORDINATES (ANGSTROEM)
O -0.86159 -5.98269 -0.47540
O -3.70958 -4.73091 5.77660
Si 0.65351 1.09573 -2.37889
C -3.01958 0.94508 2.15903
O -4.69487 6.69090 -1.45882
O -3.76213 -2.45640 -2.55730
C 0.75433 -1.67878 1.67460
H 0.13209 1.16699 -1.01140
H 1.21992 -2.74029 -2.54486
O 1.05411 -5.67866 -1.51993
N -4.80801 6.41058 -2.65779
O -2.69377 0.82352 -0.13907
H 4.72901 2.48087 6.48857
H 3.25173 -2.53203 -0.97010
H 5.99521 -0.96600 1.54086
H 2.65167 -0.83380 -0.30171
H -6.27568 0.58534 -5.54075
H 1.96830 -7.47994 -0.20892
H -2.54738 -4.73537 -2.20410
H 5.75568 1.20788 7.24875
C 1.21746 -1.64525 3.23788
C 0.92547 -7.35659 0.09113
H -7.32112 1.62968 -4.51910
O 6.79833 3.56348 7.64611
H -2.14247 8.33382 -0.08034
F 2.02987 -0.55845 5.36166
H -3.16105 2.02724 2.12517
H -0.50122 1.01639 -3.28817
H -3.10628 2.72258 -2.67550
H -2.04312 -3.55642 -0.93593
N -1.52650 6.87906 1.29477
N 3.91895 -7.85509 -1.85777
O -1.84642 -2.15237 -3.60182
C 2.29683 -1.92586 -0.60219
C -1.29962 8.17232 0.59481
C -6.37923 1.07994 -4.57256
H 4.09970 -5.83234 -2.37013
O -0.67425 5.99607 1.14287
O -4.28088 -0.41762 0.75203
N -3.36027 0.40554 0.81487
H -4.09092 8.18576 -3.50691
H 0.85742 -7.08271 1.14596
F 3.24537 -0.36367 2.14619
C 1.67481 -2.69800 0.71794
N -3.18549 -4.86381 4.66458
H -1.47742 -3.68197 4.93328
O 5.39661 -1.87603 -0.60683
F 3.58449 -1.79169 4.02828
H 3.44092 -6.88296 -3.67003
H -2.90306 5.06340 -0.38774
H 6.51645 0.56883 0.76631
O -4.46596 2.16191 -5.34473
C 1.20562 -1.78369 -1.84350
H 2.61668 -3.00165 1.38171
N 6.77504 2.91596 6.59297
O 1.46555 2.63171 -2.70229
H -3.68229 0.49241 2.89972
F 1.55944 0.95507 3.46409
C 5.67090 1.93114 6.43511
C -1.97506 -3.83030 -1.99077
C -2.45617 3.21206 -1.81942
N 0.32487 -6.24875 -0.70001
O 4.67821 -7.89300 -0.88256
H -0.93223 -3.95364 -2.29082
C -3.42113 4.09817 -0.82658
H -2.88465 -2.85074 4.17091
C -4.97356 7.54982 -3.60049
N 6.31722 -1.05287 -0.54399
H -1.97862 0.68655 2.36366
H -3.70826 3.41091 0.09282
H 1.10134 -3.69574 0.45985
C 4.18173 -6.79861 -2.87203
F 0.53070 -0.34590 1.04584
C -2.29035 -3.76597 4.20918
O -5.25179 2.71228 -3.36157
F -1.60583 5.53588 -2.55319
H -6.29444 0.35668 -3.75892
O -4.79611 5.27266 -3.14160
F -0.61053 -2.33221 1.67194
C 6.65792 -0.51333 0.80017
H -5.06079 7.15803 -4.61618
C -1.27554 4.08869 -2.55815
H -1.23255 3.71077 -3.67999
O 7.58416 3.01311 5.66294
H 5.18878 -6.95961 -3.26209
H 7.69888 -0.77186 1.00480
O -2.55380 6.78687 1.97674
S 2.54183 -0.42643 3.70130
H -1.24456 8.95349 1.35570
N -5.27508 2.06477 -4.41471
H -1.90126 -4.01497 3.21957
H 1.70140 -0.76866 -3.87942
H 0.39775 3.39380 -0.39778
H 5.77445 1.43654 5.46692
F 1.54833 -3.04280 3.70726
O 6.98372 -0.63489 -1.49793
F 3.78892 0.62431 4.24467
O 2.96446 -8.61351 -2.06465
C 1.73164 -0.46434 -2.72707
H -5.88123 8.08508 -3.31425
H -2.03856 2.31406 -1.17264
Si 0.48660 3.83299 -1.80472
H 0.13442 -1.54006 -1.43914
N -2.57566 -2.72246 -2.78190
O -3.33825 -5.82359 3.90002
H 0.35315 -8.26166 -0.12221
F -0.01190 -1.26977 4.03250
H -0.36347 8.11184 0.03561
H -4.42551 4.32222 -1.40358
H 1.17270 5.14518 -1.76340
H 2.87243 -0.27926 -2.47191

Results
E = -4854.93671 Ha

=====

(2)
# C19H48O11V

A structure of composition C19H48O11V in a non-equilibrium geometry (ωB97M-V/def2-TZVPD, OMol25).

CARTESIAN COORDINATES (ANGSTROEM)
H 0.17079 -2.56380 1.04679
H -5.91098 -0.31604 0.42981
C -0.03095 -3.71153 -2.73623
H 2.06070 -0.48080 -2.32264
H 1.83148 -3.19214 1.24735
C -5.29438 -0.10351 -0.44354
O 1.25128 1.80248 -1.31193
H 0.26521 1.64087 2.20053
C 1.46030 1.44818 3.93136
H -3.44343 -0.02225 0.55241
H 2.29674 0.73156 -0.14992
H 2.09583 -4.98619 3.03020
C -1.84797 7.25733 0.69048
H -0.46134 -3.83340 -1.74224
H -2.81432 6.90915 0.32576
H 2.12477 -6.39728 -2.98408
H 3.06345 0.61553 -3.12183
C 0.95666 0.88892 2.58076
C 3.54404 2.46125 -0.99185
O -1.21579 1.91089 -0.29166
C 2.16597 2.73162 3.76248
V -0.86571 0.83971 -1.46695
H 3.72995 2.94995 -1.94826
H 0.21825 0.09138 2.66309
H -0.61654 -4.05633 -3.58846
C -3.80687 -0.52267 -0.34514
H -0.64135 -4.48750 2.50270
H -2.45885 -2.04997 0.15505
H 2.97643 2.73224 3.03361
H -5.77527 -0.57938 -1.29818
H 3.14983 3.17507 -0.26856
C 0.52609 -5.35473 0.94820
C 0.87688 -3.01609 1.74318
C -1.11920 6.19854 1.51327
H 0.94909 -2.36600 2.61512
H 1.85110 0.62060 2.01855
H 0.59621 -6.34235 -1.97680
H 1.32711 2.72594 -1.56308
H 2.82482 -4.37704 -3.89001
H -4.24190 -2.42699 0.39170
H -1.30399 7.62772 -0.17842
O 1.16260 -4.86696 3.22119
H -1.87687 4.92579 2.85149
C -3.48051 -1.92179 -0.20257
H 0.26950 -6.38968 1.17437
C 2.51434 1.26416 -1.07571
H -3.47442 -2.46010 -1.15036
H 3.78131 -0.25912 -1.83644
H -2.09882 8.07996 1.36015
H 1.95037 -4.06186 -1.74023
H -0.07652 -5.10918 0.07374
C 1.19690 -5.87283 -2.75579
O 0.29279 1.66499 4.73166
O -2.03295 5.80700 2.50405
H 0.15766 5.12132 0.13658
O -0.77388 0.14059 -3.56920
H 2.53553 3.03527 4.74194
H -0.17599 6.50943 1.96249
H 1.52780 3.56040 3.45595
H 0.05974 -2.62531 -2.73954
H -3.66574 0.39512 -2.14081
H 2.06864 0.66885 4.39036
C -0.72784 4.92510 0.74114
O -0.66776 1.23788 -5.37787
H -5.53673 0.95106 -0.57485
O -0.29752 -0.48452 -0.71743
H 4.52516 2.17791 -0.61078
H 0.44905 1.21735 5.56641
C 2.85421 0.23868 -2.12068
H -1.43060 4.59889 -0.02555
O -3.11621 0.06935 -1.42423
O -1.06011 2.13653 -3.38109
H 1.53586 -5.23929 0.55433
C -0.77067 1.19522 -4.14044
H -0.54701 4.02759 1.33264
H 0.69918 -6.14870 -3.68546
C 1.38912 -4.34595 -2.63040
O 1.99714 -3.90210 -3.78526
C 0.37927 -4.43437 2.12375

Results
energy relative to the best compared isomer or geometry (same formula, charge and spin) = 265.66 kJ/mol
charge = -1
E = -2524.38365 Ha

=====

(3)
# C19H49ClN6O4P3

A cluster of 3 separate species, C19H49ClN6O4P3 in total in a non-equilibrium geometry (ωB97M-V/def2-TZVPD, OMol25).

CARTESIAN COORDINATES (ANGSTROEM)
H -2.18825 2.08826 4.42261
H 0.19775 -1.61771 6.60705
H 1.96411 0.61335 0.76448
C 0.54593 -0.56647 7.04740
H 2.70234 -0.44358 6.29324
H -1.92150 5.06613 0.94580
C -2.03751 3.06822 6.48937
O -1.08892 0.69861 5.71518
N -0.09579 2.71690 -1.39549
C -0.29695 -3.41934 -2.74199
H -0.87029 4.63958 2.32564
C -0.80195 0.37636 7.12161
N 0.49033 -3.57059 -3.98242
H -0.96651 -4.72754 -4.99800
H 3.91692 -2.65692 -6.91158
C 1.93939 1.71848 6.34190
C -1.71156 4.29812 1.70879
H 0.96734 -3.19050 -7.88273
P 0.90400 -2.11473 -4.83595
O -3.23591 0.66120 7.11566
H -2.56780 4.24931 2.37925
H -3.48654 2.58306 1.28045
H 3.08864 1.92107 6.09303
H 1.33096 2.29467 5.49961
O 0.31014 4.33308 0.32454
N -1.43270 2.99248 1.07719
C -2.69361 2.52088 0.52387
H -2.98642 0.27233 4.80758
H 3.54295 -1.36070 -5.74148
H -0.38258 4.50127 7.93029
P 0.12162 2.79630 0.32569
H -0.60678 0.73438 -2.05382
H -0.69755 -0.68378 -7.78696
O -0.18378 -1.34734 -4.04532
H -3.93885 2.11521 5.33716
H 0.72074 -5.15274 -5.39467
H -2.67026 1.46397 0.25083
C -2.22591 -0.31106 7.63989
H -0.27670 -4.32369 -2.13637
C 3.10980 -2.09280 -6.43288
H -1.03133 2.02424 -3.16711
H -1.47325 0.80564 2.01124
H 1.65030 2.06772 7.42544
H 0.23876 0.76107 2.43207
C 1.15567 2.85398 -2.15128
H -2.42984 -0.24023 8.81319
C 0.01317 -3.10136 -7.35680
H 3.55665 -3.13877 -4.12352
H -0.46509 1.21933 7.86478
H -0.74719 -2.89523 -8.12067
H 1.01139 -0.52592 -7.42919
H 1.79627 1.97227 -2.07790
H 0.05291 -5.62591 -3.87517
H 2.60215 -4.60683 -4.33281
H 0.97159 3.01933 -3.21674
N -0.09511 1.02955 0.32702
H 1.54299 0.42787 -0.94601
N 2.15456 -2.99696 -5.74489
N 0.00725 -2.06431 -6.32233
C -0.49062 0.48233 1.66231
Cl 1.32923 -0.80958 8.71075
H -1.98726 1.79841 -1.74420
C 0.04722 -4.80812 -4.60743
H -0.25498 -4.08046 -6.96204
C 3.07833 -3.78417 -4.86977
C 0.04070 -0.75329 -6.98284
C -0.95913 1.76803 -2.10255
H -1.35051 -3.18846 -2.97174
H -0.17937 0.05252 -6.27451
H 3.85971 -4.27086 -5.46689
H -2.40868 -1.41721 7.23336
H -3.01176 3.11611 -0.33122
H 1.74424 3.70461 -1.79143
C 1.17077 0.29547 0.07804
H -0.56535 -0.61184 1.62793
C 1.67588 0.10547 6.06683
H 2.64769 -1.53799 -7.25957
H 0.10311 -2.62333 -2.10076
C -1.16520 3.86895 7.28732
H 1.02783 -0.78621 0.16965
P -2.69843 1.44532 5.63733
H 1.34641 -0.09496 4.95372

Results
charge = -1
E = -2866.63970 Ha